Entry 1:
LiNO11S2Sr4 | the ωB97M-V functional and the def2-TZVPD basis

Each line ends with the Löwdin charge.
Atoms and positions in Å:
Sr  3.487  1.556  0.238  1.838
Sr  -1.481  2.799  1.457  1.775
Sr  -1.872  -2.879  0.911  1.833
Sr  0.272  -0.083  -3.566  1.892
Li  1.670  -1.631  2.375  0.903
N  4.222  0.393  -2.832  -0.600
O  3.126  0.428  -2.177  -0.271
O  5.117  1.220  -2.613  0.029
O  4.365  -0.346  -3.821  0.082
S  0.293  -0.406  0.147  0.253
O  1.658  0.164  0.168  -0.597
O  0.208  -1.765  0.708  -0.568
O  -0.706  0.331  0.876  -0.404
O  -0.017  -0.435  -1.304  -0.569
S  -4.066  0.081  1.893  0.221
O  -3.184  1.222  1.490  -0.648
O  -5.178  0.058  0.957  -0.306
O  -3.295  -1.183  1.928  -0.572
O  -4.618  0.474  3.165  -0.292

Its charge is +4.

=====

Entry 2:
C7H12 | the ωB97M-V functional and the def2-TZVPD basis

Each line ends with the Löwdin charge.
Atoms and positions in Å:
C  -1.538  0.301  -1.351  -0.089
C  -0.148  -0.358  -1.433  -0.222
C  0.755  -0.067  -0.257  -0.282
C  0.768  -0.865  0.846  -0.102
C  -0.362  -1.801  1.178  -0.079
C  1.245  1.973  1.124  0.013
C  1.080  1.347  -0.044  -0.169
H  -1.528  1.068  -0.567  0.071
H  -2.224  -0.428  -0.921  0.064
H  -1.916  0.817  -2.227  0.067
H  0.362  0.051  -2.309  0.104
H  -0.240  -1.438  -1.533  0.095
H  1.574  -0.653  1.541  0.097
H  -0.530  -2.466  0.319  0.074
H  -1.277  -1.240  1.337  0.080
H  -0.085  -2.509  1.958  0.070
H  0.953  1.543  2.076  0.053
H  1.915  2.815  1.237  0.052
H  1.197  1.909  -0.974  0.103

As for the energy relative to the best compared isomer or geometry (same formula, charge and spin): 47.9 kcal/mol. As for the SMILES: C=C/C(=C/C)CC.

=====

Entry 3:
C5H7N | the ωB97M-V functional and the def2-TZVPD basis

Each line ends with the Löwdin charge.
Atoms and positions in Å:
N  1.179  -0.864  1.611  0.094
C  1.818  -0.343  0.738  -0.189
C  1.396  0.341  -0.458  -0.092
C  -0.245  0.485  -0.011  -0.428
C  -0.474  -0.595  1.003  -0.070
C  -1.286  0.234  -0.922  0.037
H  1.513  -0.278  -1.352  0.105
H  1.824  1.331  -0.625  0.097
H  -0.310  1.479  0.441  0.135
H  -1.111  -0.341  1.849  0.097
H  -0.679  -1.588  0.606  0.096
H  -1.375  -0.743  -1.389  0.061
H  -1.968  1.005  -1.269  0.058

As for the energy relative to the best compared isomer or geometry (same formula, charge and spin): 107.8 kcal/mol.

=====

Entry 4:
C34H63IrN14OS | the ωB97M-V functional and the def2-TZVPD basis

Each line ends with the Mulliken spin population.
Atoms and positions in Å:
Ir  0.245  -0.952  0.162  0.648
C  1.805  -4.979  -2.243  -0.001
N  1.658  -4.406  -0.920  0.006
C  2.853  -4.020  -0.184  -0.008
C  0.486  -4.448  -0.212  0.043
N  0.156  -3.374  0.476  0.046
C  -0.518  -3.558  1.745  0.025
C  0.335  -2.831  2.783  -0.005
N  0.264  -1.391  2.551  0.067
C  1.488  -0.760  3.041  -0.013
C  1.504  0.751  2.872  0.010
N  1.103  1.152  1.544  0.013
C  1.332  2.358  1.200  0.008
N  1.962  3.312  1.979  0.001
C  2.736  4.264  1.268  0.000
C  1.335  3.761  3.225  0.000
N  0.865  2.847  -0.098  0.031
C  -0.147  4.923  -1.088  0.005
C  1.736  2.456  -1.223  0.005
C  -0.989  -0.844  3.088  -0.009
C  -1.812  -0.088  2.034  0.044
N  -1.972  -0.896  0.836  -0.024
C  -3.150  -1.049  0.295  0.003
N  -4.274  -0.407  0.821  0.000
C  -4.915  -0.838  2.038  0.000
C  -4.984  0.577  0.044  0.000
N  -3.362  -1.800  -0.804  -0.001
C  -2.326  -2.416  -1.594  0.060
C  -4.695  -2.062  -1.312  0.000
N  -0.221  -5.605  -0.200  0.009
C  -1.650  -5.699  0.008  -0.001
C  0.403  -6.904  -0.349  0.000
H  1.461  -4.259  -2.992  0.000
H  1.232  -5.892  -2.382  0.000
H  2.850  -5.209  -2.432  0.000
H  3.690  -3.912  -0.868  0.000
H  3.115  -4.787  0.554  0.000
H  2.693  -3.080  0.342  0.008
H  -0.580  -4.614  2.019  0.003
H  -1.522  -3.128  1.729  -0.009
H  1.367  -3.163  2.664  -0.001
H  0.013  -3.089  3.798  -0.004
H  2.318  -1.182  2.471  0.002
H  1.647  -0.983  4.105  -0.001
H  2.510  1.127  3.098  0.001
H  0.816  1.203  3.592  -0.001
H  3.535  3.755  0.719  0.000
H  3.194  4.962  1.973  0.000
H  2.420  5.116  -0.605  0.000
H  0.325  3.367  3.302  0.000
H  1.265  4.848  3.218  0.000
H  1.925  3.439  4.083  0.000
H  -2.044  5.835  -0.944  0.000
H  -0.702  4.155  -1.628  -0.001
H  0.540  5.434  -1.791  0.000
H  2.755  2.818  -1.091  0.000
H  1.321  2.847  -2.151  0.000
H  1.744  1.371  -1.279  -0.005
H  -0.796  -0.173  3.928  -0.001
H  -1.599  -1.665  3.468  -0.003
H  -1.283  0.826  1.747  -0.029
H  -2.761  0.203  2.485  -0.003
H  -4.306  -1.572  2.559  0.000
H  -5.886  -1.295  1.824  0.000
H  -5.100  0.014  2.696  0.000
H  -4.385  0.869  -0.815  0.000
H  -5.153  1.461  0.664  0.000
H  -5.959  0.215  -0.292  0.000
H  -1.343  -2.180  -1.182  -0.016
H  -2.387  -2.066  -2.626  0.002
H  -2.460  -3.498  -1.603  0.001
H  -5.419  -2.126  -0.505  0.000
H  -4.693  -3.018  -1.833  0.000
H  -5.019  -1.300  -2.022  0.000
H  -2.091  -4.721  0.160  0.001
H  -1.873  -6.330  0.871  0.000
H  -2.108  -6.170  -0.866  0.000
H  1.486  -6.822  -0.341  0.000
H  0.075  -7.405  -1.263  0.001
H  0.106  -7.531  0.494  0.000
C  4.667  0.547  -0.304  0.001
C  3.500  -0.310  -0.713  0.000
O  2.653  -0.668  0.107  0.026
N  3.451  -0.655  -2.007  0.000
C  2.435  -1.551  -2.534  -0.001
C  1.263  -0.813  -3.128  0.000
C  1.256  -0.458  -4.471  0.000
C  0.143  0.173  -5.001  -0.001
C  -0.921  0.443  -4.154  0.000
C  -0.824  0.072  -2.824  0.010
N  0.242  -0.541  -2.310  0.024
H  4.405  1.098  0.596  0.000
H  4.970  1.231  -1.092  0.000
H  5.518  -0.089  -0.061  0.000
H  4.172  -0.344  -2.641  0.000
H  2.058  -2.151  -1.701  0.021
H  2.905  -2.187  -3.286  -0.001
H  2.102  -0.700  -5.094  0.000
H  0.103  0.429  -6.047  0.000
H  -1.814  0.920  -4.522  0.000
H  -1.630  0.277  -2.136  -0.005
C  -1.819  7.993  0.321  0.000
C  -0.755  6.971  0.124  0.000
C  0.521  7.172  0.651  0.001
C  1.652  6.404  0.729  0.000
N  1.879  5.031  0.276  0.000
C  0.610  4.296  0.059  -0.007
S  -0.737  1.997  -0.397  0.024
N  -1.099  5.886  -0.601  0.001
H  -1.440  8.857  0.857  0.000
H  -2.657  7.577  0.881  0.000
H  -2.214  8.326  -0.638  0.000
H  0.672  8.140  1.106  0.000
H  2.551  6.851  1.120  0.000

Its multiplicity is 2. Its charge is +3.

=====

Entry 5:
C6H8S2 | the ωB97M-V functional and the def2-TZVPD basis

Each line ends with the Löwdin charge.
Atoms and positions in Å:
C  -0.313  0.499  -2.487  -0.649
C  -1.011  0.104  -1.271  -0.245
C  -0.262  -0.626  -0.071  -0.261
C  0.978  -0.728  0.793  -0.185
C  0.500  -0.008  2.128  -0.400
C  -0.607  0.836  0.022  -0.557
H  0.651  0.996  -2.361  0.064
H  -2.009  -0.279  -1.480  0.124
H  -1.041  -1.175  0.460  0.119
H  1.813  -0.208  0.373  0.094
H  1.321  -1.750  0.970  0.107
H  0.204  -0.783  2.805  0.056
H  1.299  0.561  2.574  0.064
H  0.308  1.393  -0.210  0.098
S  -0.840  0.144  -3.983  0.694
S  -0.989  1.025  1.739  0.878

As for the energy relative to the best compared isomer or geometry (same formula, charge and spin): 76.7 kcal/mol. As for the SMILES: S=C[C@H]1[C@H]2CCS[C@H]12.

=====

Entry 6:
C4H6O2 | the ωB97M-V functional and the def2-TZVPD basis

Each line ends with the Löwdin charge.
Atoms and positions in Å:
C  0.494  -0.764  0.353  -0.086
C  1.279  0.025  1.345  -0.300
O  2.314  0.584  1.074  0.058
C  -0.373  0.396  -0.174  -0.307
C  -1.137  0.259  -1.398  -0.107
O  -1.770  0.180  -0.128  -0.032
H  -0.173  -1.511  0.797  0.128
H  1.160  -1.265  -0.363  0.128
H  0.704  0.248  2.265  0.135
H  -0.086  1.404  0.143  0.149
H  -1.013  -0.684  -1.922  0.117
H  -1.399  1.129  -1.993  0.116

As for the energy relative to the best compared isomer or geometry (same formula, charge and spin): 53.6 kcal/mol. As for the SMILES: O=CC[C@H]1CO1.

=====

Entry 7:
C6H10O2 | the ωB97M-V functional and the def2-TZVPD basis

Each line ends with the Löwdin charge.
Atoms and positions in Å:
C  0.164  0.507  0.028  -0.549
C  -1.251  0.895  0.468  -0.087
C  -1.992  -0.238  -0.216  -0.154
C  0.053  -0.943  0.045  -0.428
C  1.434  -1.087  -0.250  -0.098
C  1.583  0.302  0.386  -0.087
H  1.274  1.717  -1.254  0.215
H  -1.250  0.721  1.602  0.132
H  -1.622  1.976  0.343  0.142
H  -2.714  -0.769  0.462  0.128
H  -2.546  0.224  -1.149  0.154
H  -0.064  -1.310  1.145  0.201
H  2.018  -1.906  0.180  0.114
H  1.710  -1.098  -1.385  0.166
H  1.662  0.204  1.492  0.137
H  2.232  1.019  0.011  0.085
O  0.365  1.065  -1.216  -0.033
O  -1.056  -1.280  -0.693  -0.039

As for the energy relative to the best compared isomer or geometry (same formula, charge and spin): 99.9 kcal/mol.

=====

Entry 8:
H7N3P2 | the ωB97M-V functional and the def2-TZVPD basis

Each line ends with the Löwdin charge.
Atoms and positions in Å:
N  -0.950  0.709  0.970  -0.181
N  1.962  0.536  -0.252  -0.438
N  -0.718  -1.763  0.366  -0.286
P  -1.066  -0.390  -0.251  0.467
P  3.133  -0.408  0.154  0.704
H  -0.856  1.676  0.691  0.041
H  -0.216  0.411  1.603  0.030
H  -0.384  0.094  -1.379  -0.045
H  1.968  0.821  -1.228  -0.055
H  -0.796  -2.561  -0.244  -0.049
H  -2.367  -0.133  -0.705  -0.024
H  2.774  -0.513  1.526  -0.164

As for the energy relative to the best compared isomer or geometry (same formula, charge and spin): 39.1 kcal/mol. As for the SMILES: [H]/N=P/[H].N=[PH2]N.

=====

Summary of E in eV
-49191.992 -7451.356 -6783.837 -72834.299 -28018.716 -8338.136 -10474.839 -23159.624
(order as listed above)